1.
C5H10O2 | wB97M-V/def2-TZVPD

Calculated values
E_HOMO: -9.12 eV
HOMO-LUMO gap: 10.02 eV
Net charge: 0
Relative energy (zero: lowest compared OMol25 entry of this formula, charge and spin): 118.45 kcal/mol
Strongest force on any atom: 0.41 eV/A

Atoms and positions in Å:
C  -1.79  0.37  0.61
O  -1.81  -0.26  -0.63
C  -0.52  -0.22  -1.21
C  0.47  -0.62  -0.11
C  1.92  -0.39  -0.50
C  0.11  0.27  1.08
O  0.55  1.52  1.09
H  -0.75  1.23  0.84
H  -2.23  -0.24  1.40
H  -2.33  1.34  0.58
H  -0.28  0.79  -1.57
H  -0.52  -0.91  -2.05
H  0.28  -1.67  0.16
H  2.60  -0.72  0.30
H  2.18  -0.94  -1.41
H  2.09  0.68  -0.65
H  0.03  -0.25  2.05

Results of the Mulliken charge analysis, in e, for atoms 1 through 5: number 1, C, carries -0.636; number 2, O, carries -0.369; number 3, C, carries -0.823; number 4, C, carries 0.497; number 5, C, carries -1.448

---

2.
C5H10O2 | wB97M-V/def2-TZVPD

Calculated values
E_HOMO: -9.41 eV
HOMO-LUMO gap: 9.86 eV
Net charge: 0
Relative energy (zero: lowest compared OMol25 entry of this formula, charge and spin): 170.87 kcal/mol
Strongest force on any atom: 4.82 eV/A

Atoms and positions in Å:
O  -1.36  -0.95  1.84
C  -1.99  -0.66  0.85
C  -0.72  1.44  -0.02
C  0.34  0.67  -0.22
C  1.22  0.51  -1.42
O  2.23  -0.09  -0.60
C  1.45  0.07  0.61
H  -0.30  -2.73  0.34
H  -2.82  0.06  0.86
H  -1.84  -1.14  -0.14
H  -0.86  1.89  0.95
H  -1.31  1.81  -0.85
H  0.37  -2.18  -0.64
H  1.52  1.51  -1.79
H  0.88  -0.07  -2.28
H  1.31  -0.88  1.14
H  1.89  0.75  1.34

Results of the Mulliken charge analysis, in e, for atoms 1 through 5: number 1, O, carries -0.443; number 2, C, carries -0.230; number 3, C, carries -1.142; number 4, C, carries 0.649; number 5, C, carries -0.448

---

3.
C5H10O2 | wB97M-V/def2-TZVPD

Calculated values
E_HOMO: -9.58 eV
HOMO-LUMO gap: 10.61 eV
SMILES: CO[C@H]1C[C@H]1CO
Net charge: 0
Relative energy (zero: lowest compared OMol25 entry of this formula, charge and spin): 61.01 kcal/mol
Strongest force on any atom: 0.35 eV/A

Atoms and positions in Å:
C  -2.12  -0.45  -0.18
O  -1.00  -0.87  0.58
C  -0.22  0.20  1.03
C  1.20  -0.11  1.34
C  0.88  0.78  0.17
C  1.17  0.35  -1.26
O  0.52  -0.83  -1.69
H  -1.80  0.05  -1.10
H  -2.76  0.22  0.40
H  -2.68  -1.35  -0.44
H  -0.76  0.89  1.68
H  1.67  0.31  2.22
H  1.52  -1.13  1.11
H  1.05  1.84  0.33
H  0.89  1.16  -1.94
H  2.27  0.23  -1.36
H  0.18  -1.29  -0.90

Results of the Mulliken charge analysis, in e, for atoms 1 through 5: number 1, C, carries -0.660; number 2, O, carries -0.460; number 3, C, carries -0.037; number 4, C, carries -0.708; number 5, C, carries -0.062

---

4.
C5H10O2 | wB97M-V/def2-TZVPD

Calculated values
E_HOMO: -8.80 eV
HOMO-LUMO gap: 9.56 eV
SMILES: C[C@@H](O)C/C=C\O
Net charge: 0
Relative energy (zero: lowest compared OMol25 entry of this formula, charge and spin): 38.43 kcal/mol
Strongest force on any atom: 0.41 eV/A

Atoms and positions in Å:
C  -2.33  -0.49  -0.07
C  -0.93  -0.45  -0.67
O  -0.84  0.51  -1.70
C  0.15  -0.23  0.39
C  1.52  -0.13  -0.22
C  2.57  0.50  0.32
O  2.60  1.14  1.52
H  -2.43  -1.29  0.67
H  -2.55  0.46  0.44
H  -3.07  -0.63  -0.86
H  -0.73  -1.41  -1.17
H  -0.89  1.38  -1.30
H  -0.10  0.69  0.95
H  0.10  -1.06  1.12
H  1.67  -0.58  -1.20
H  1.74  1.03  1.95
H  3.53  0.57  -0.18

Results of the Mulliken charge analysis, in e, for atoms 1 through 5: number 1, C, carries -1.378; number 2, C, carries 0.114; number 3, O, carries -0.521; number 4, C, carries -0.702; number 5, C, carries -0.157

---

5.
C5H10O2 | wB97M-V/def2-TZVPD

Calculated values
E_HOMO: -9.96 eV
HOMO-LUMO gap: 10.95 eV
SMILES: CO[C@H]1C[C@H]1CO
Net charge: 0
Relative energy (zero: lowest compared OMol25 entry of this formula, charge and spin): 57.20 kcal/mol
Strongest force on any atom: 0.48 eV/A

Atoms and positions in Å:
C  -1.38  1.81  -0.21
O  -1.06  0.45  -0.38
C  0.24  0.23  -0.85
C  1.42  0.50  0.04
C  0.96  -0.92  -0.20
C  0.23  -1.65  0.90
O  -0.80  -2.46  0.38
H  -1.29  2.38  -1.15
H  -0.73  2.28  0.55
H  -2.41  1.85  0.14
H  0.36  0.39  -1.92
H  2.34  0.85  -0.43
H  1.22  0.92  1.02
H  1.57  -1.54  -0.86
H  0.91  -2.31  1.44
H  -0.17  -0.91  1.61
H  -1.41  -1.86  -0.07

Results of the Mulliken charge analysis, in e, for atoms 1 through 5: number 1, C, carries -0.760; number 2, O, carries -0.344; number 3, C, carries -0.022; number 4, C, carries -0.766; number 5, C, carries -0.061

---

6.
C5H10O2 | wB97M-V/def2-TZVPD

Calculated values
E_HOMO: -8.01 eV
HOMO-LUMO gap: 8.72 eV
SMILES: C=C/C=C(/C)O.O
Net charge: 0
Relative energy (zero: lowest compared OMol25 entry of this formula, charge and spin): 71.73 kcal/mol
Strongest force on any atom: 2.47 eV/A

Atoms and positions in Å:
C  -0.42  2.25  1.71
C  -0.68  1.24  0.85
C  0.19  0.65  -0.18
C  -0.32  -0.18  -1.11
O  -1.65  -0.47  -1.25
C  0.48  -1.15  -1.88
H  -0.75  2.12  2.74
H  0.17  3.16  1.59
H  -1.67  0.85  1.09
H  1.24  0.86  -0.13
H  -2.15  0.04  -0.61
H  0.05  -0.93  -2.88
H  0.29  -2.19  -1.64
H  1.55  -0.97  -1.89
H  2.74  -1.58  1.75
H  1.64  -1.39  0.73
O  1.76  -1.57  1.65

Results of the Mulliken charge analysis, in e, for atoms 1 through 5: number 1, C, carries -0.816; number 2, C, carries -0.421; number 3, C, carries -0.020; number 4, C, carries 0.658; number 5, O, carries -0.496

---

7.
C5H10O2 | wB97M-V/def2-TZVPD

Calculated values
E_HOMO: -9.62 eV
HOMO-LUMO gap: 10.62 eV
SMILES: CO[C@H]1CO[C@H]1C
Net charge: 0
Relative energy (zero: lowest compared OMol25 entry of this formula, charge and spin): 59.62 kcal/mol
Strongest force on any atom: 0.36 eV/A

Atoms and positions in Å:
C  -1.05  -0.07  2.12
O  -0.23  -0.56  1.09
C  -0.63  -0.12  -0.17
C  -0.37  1.34  -0.56
O  0.24  0.92  -1.79
C  0.33  -0.45  -1.33
C  1.76  -0.83  -0.94
H  -1.04  1.03  2.15
H  -2.10  -0.40  1.99
H  -0.67  -0.46  3.06
H  -1.67  -0.42  -0.38
H  0.35  1.84  0.11
H  -1.23  2.00  -0.73
H  -0.08  -1.13  -2.07
H  2.21  -1.50  -1.68
H  2.37  0.09  -0.90
H  1.78  -1.31  0.04

Results of the Mulliken charge analysis, in e, for atoms 1 through 5: number 1, C, carries -0.763; number 2, O, carries -0.359; number 3, C, carries 0.138; number 4, C, carries -0.637; number 5, O, carries -0.460

---

8.
C5H10O2 | wB97M-V/def2-TZVPD

Calculated values
E_HOMO: -8.23 eV
HOMO-LUMO gap: 8.96 eV
Net charge: 0
Relative energy (zero: lowest compared OMol25 entry of this formula, charge and spin): 112.58 kcal/mol
Strongest force on any atom: 0.40 eV/A

Atoms and positions in Å:
C  1.06  1.67  0.09
C  0.23  0.50  -0.38
C  -1.22  0.49  0.03
C  -1.04  -2.22  1.97
O  -0.72  -2.65  0.78
C  0.65  -0.24  -1.57
O  0.91  -0.76  -0.26
H  0.68  2.61  -0.33
H  1.03  1.76  1.19
H  2.10  1.55  -0.21
H  -1.77  -0.34  -0.42
H  -1.70  1.43  -0.26
H  -1.31  0.41  1.13
H  -0.34  -1.35  2.17
H  0.00  -2.13  0.34
H  1.54  0.07  -2.12
H  -0.09  -0.79  -2.15

Results of the Mulliken charge analysis, in e, for atoms 1 through 5: number 1, C, carries -1.358; number 2, C, carries 1.412; number 3, C, carries -1.488; number 4, C, carries -0.229; number 5, O, carries -0.311

---

9.
C5H10O2 | wB97M-V/def2-TZVPD

Calculated values
E_HOMO: -9.81 eV
HOMO-LUMO gap: 10.73 eV
SMILES: C[C@@H](O)[C@H]1CCO1
Net charge: 0
Relative energy (zero: lowest compared OMol25 entry of this formula, charge and spin): 52.16 kcal/mol
Strongest force on any atom: 0.37 eV/A

Atoms and positions in Å:
C  -2.05  -0.48  0.59
C  -1.17  0.17  -0.48
O  -1.13  1.57  -0.29
C  0.23  -0.47  -0.48
C  1.52  0.37  -0.71
C  1.93  -0.14  0.67
O  0.68  -0.81  0.85
H  -3.05  -0.03  0.58
H  -2.14  -1.56  0.43
H  -1.59  -0.31  1.57
H  -1.62  0.01  -1.47
H  -0.25  1.77  0.05
H  0.20  -1.36  -1.11
H  2.15  0.03  -1.54
H  1.41  1.45  -0.80
H  2.09  0.62  1.45
H  2.78  -0.83  0.69

Results of the Mulliken charge analysis, in e, for atoms 1 through 5: number 1, C, carries -1.258; number 2, C, carries 0.240; number 3, O, carries -0.571; number 4, C, carries 0.057; number 5, C, carries -0.766

---

10.
C5H10O2 | wB97M-V/def2-TZVPD

Calculated values
E_HOMO: -9.79 eV
HOMO-LUMO gap: 10.74 eV
SMILES: C=CCO.CC=O
Net charge: 0
Relative energy (zero: lowest compared OMol25 entry of this formula, charge and spin): 55.74 kcal/mol
Strongest force on any atom: 0.77 eV/A

Atoms and positions in Å:
C  2.55  0.31  0.51
O  0.90  0.99  -1.12
C  1.44  0.10  -0.49
C  -0.70  -0.54  1.49
C  -1.41  -0.72  0.38
C  -2.02  0.38  -0.45
O  -2.25  -0.03  -1.79
H  3.22  -0.55  0.57
H  2.11  0.45  1.50
H  3.11  1.22  0.26
H  1.17  -0.95  -0.67
H  -0.26  -1.37  2.03
H  -0.51  0.46  1.88
H  -1.56  -1.72  -0.02
H  -3.00  0.65  -0.04
H  -1.38  1.27  -0.43
H  -1.39  -0.01  -2.24

Results of the Mulliken charge analysis, in e, for atoms 1 through 5: number 1, C, carries -0.977; number 2, O, carries -0.514; number 3, C, carries 0.239; number 4, C, carries -0.903; number 5, C, carries -0.058

---

11.
C5H10O2 | wB97M-V/def2-TZVPD

Calculated values
E_HOMO (alpha / beta): -7.15 / -7.40 eV
HOMO-LUMO gap (alpha / beta): 7.85 / 8.05 eV
Net charge: 0
Relative energy (zero: lowest compared OMol25 entry of this formula, charge and spin): 100.99 kcal/mol
Strongest force on any atom: 0.77 eV/A

Atoms and positions in Å:
O  1.95  -0.86  -1.41
C  1.81  -0.78  0.01
C  0.57  -0.09  0.45
C  -0.78  -0.70  0.58
C  -1.66  -0.47  -0.67
C  -0.26  2.11  0.65
O  0.67  1.21  0.47
H  1.99  0.05  -1.73
H  2.69  -0.29  0.45
H  1.80  -1.82  0.35
H  -1.52  0.54  -1.07
H  -1.28  -0.28  1.47
H  -0.67  -1.77  0.77
H  -2.72  -0.60  -0.44
H  -1.38  -1.18  -1.45
H  -1.28  1.81  0.84
H  0.10  3.13  0.72

Results of the Mulliken charge analysis, in e, for atoms 1 through 5: number 1, O, carries -0.525; number 2, C, carries -0.727; number 3, C, carries 0.724; number 4, C, carries -0.788; number 5, C, carries -1.054

---

12.
C5H10O2 | wB97M-V/def2-TZVPD

Calculated values
E_HOMO: -8.43 eV
HOMO-LUMO gap: 9.12 eV
Net charge: 0
Relative energy (zero: lowest compared OMol25 entry of this formula, charge and spin): 99.70 kcal/mol
Strongest force on any atom: 0.68 eV/A

Atoms and positions in Å:
C  1.46  -1.60  -0.66
C  0.92  -0.26  -0.17
O  0.65  0.62  -1.27
C  -0.34  -0.42  0.71
C  -0.90  0.93  1.20
C  -1.25  1.83  0.15
O  -2.37  1.48  -0.38
H  1.76  -2.24  0.18
H  0.68  -2.14  -1.23
H  2.32  -1.46  -1.32
H  1.70  0.26  0.41
H  -0.05  0.20  -1.80
H  -1.08  -0.99  0.12
H  -0.10  -1.05  1.58
H  -0.29  1.33  2.01
H  -2.34  0.75  0.64
H  -0.77  2.76  -0.17

Results of the Mulliken charge analysis, in e, for atoms 1 through 5: number 1, C, carries -1.334; number 2, C, carries 0.329; number 3, O, carries -0.550; number 4, C, carries -0.738; number 5, C, carries -0.823